Here is a 2-piece molecular cluster, C10H11FNO3 overall at a distorted geometry from OMol25. Energies are from ωB97M-V/def2-TZVPD.

Calculated values
Gap between HOMO and LUMO (eV): 7.5

Geometry as ORCA input:
```
! wB97M-V def2-TZVPD RIJCOSX def2/J DEFGRID3
* xyz -1 1
C -1.252 0.479 -3.166
C -1.943 0.966 -2.076
C -0.347 -0.543 -2.891
C -1.797 0.433 -0.784
C -0.127 -0.940 -1.602
C -0.853 -0.531 -0.453
C 0.201 -1.201 3.030
C 0.905 1.899 1.030
C 2.137 -0.199 0.815
C 0.456 -1.378 1.442
N -0.731 -1.044 0.772
O -0.770 -0.419 3.205
O 0.902 -1.829 3.795
O 1.678 1.009 0.311
F 0.957 -2.593 1.094
H -1.298 0.849 -4.230
H -2.748 1.751 -2.153
H 0.338 -0.933 -3.759
H -2.468 0.919 0.003
H 0.564 -1.797 -1.405
H 0.039 2.149 0.398
H 1.507 2.859 1.101
H 0.624 1.622 2.102
H 2.859 -0.653 0.178
H 2.496 -0.257 1.826
H -1.326 -0.617 1.416
*
```

=====

Here is the molecule C10H11FO2S at a distorted geometry from OMol25. Energies are from ωB97M-V/def2-TZVPD.

Calculated values
Gap between HOMO and LUMO (eV): 8.8
SMILES: C[C@@H]([C@]1(C)[C@@]23C=C[C@]21C=C3)S(=O)(=O)F

Geometry as ORCA input:
```
! wB97M-V def2-TZVPD RIJCOSX def2/J DEFGRID3
* xyz 0 1
C 0.968 -1.643 -1.461
C 1.348 -0.479 -1.818
C 2.172 -1.519 0.890
C 2.560 -0.328 0.492
C 0.866 -1.503 0.052
C 1.461 0.064 -0.399
C 0.233 0.193 0.314
C 0.136 0.498 1.760
C -1.155 1.774 -0.981
C -1.031 0.395 -0.464
O -3.220 1.099 1.064
O -2.446 -1.223 1.323
F -3.514 -0.512 -0.755
S -2.551 -0.065 0.535
H 0.912 -2.613 -1.973
H 1.538 -0.047 -2.737
H 2.661 -2.309 1.497
H 3.377 0.222 0.879
H 0.764 -0.084 2.465
H -0.841 0.463 2.086
H 0.456 1.525 1.857
H -1.344 1.736 -2.077
H -0.201 2.310 -0.749
H -1.912 2.438 -0.516
H -1.238 -0.392 -1.284
*
```

=====

Here is C10H11IS2 as an isolated structure at a distorted geometry from OMol25. Energies are from ωB97M-V/def2-TZVPD.

Calculated values
Gap between HOMO and LUMO (eV): 8.5

Geometry as ORCA input:
```
! wB97M-V def2-TZVPD RIJCOSX def2/J DEFGRID3
* xyz 0 1
C -1.491 3.134 0.060
C -2.076 1.992 0.601
C -0.406 2.974 -0.798
C -1.527 0.725 0.489
C 0.038 1.734 -1.096
C -0.465 0.602 -0.436
C 0.813 -1.894 1.202
C -0.097 -2.171 0.012
C 2.345 -1.703 0.977
C 0.025 -1.183 -1.089
S 2.779 -0.314 -0.260
S 1.700 -0.938 -1.868
I -1.436 -1.678 -2.666
H -1.960 3.993 0.243
H -2.975 1.990 1.244
H 0.102 3.669 -1.342
H -2.124 0.044 1.098
H 0.765 1.817 -1.850
H 0.369 -0.940 1.471
H 0.818 -2.715 1.845
H 0.110 -3.078 -0.400
H -1.074 -2.211 0.265
H 2.905 -1.311 1.769
H 2.860 -2.541 0.531
*
```

=====

Here is an isolated ion of composition C10H11N2O2 and charge +1 at a distorted geometry from OMol25. Energies are from ωB97M-V/def2-TZVPD.

Calculated values
Gap between HOMO and LUMO (eV): 8.7
SMILES: C[N+]1(C)C=Cc2cccc([N+](=O)[O-])c21

Geometry as ORCA input:
```
! wB97M-V def2-TZVPD RIJCOSX def2/J DEFGRID3
* xyz 1 1
C 1.520 2.661 -0.091
C 0.099 2.662 0.005
C 2.221 1.466 -0.009
C -0.542 1.410 0.092
C 1.541 0.219 0.106
C 0.101 0.162 0.162
C -2.019 1.194 0.071
C -2.161 -0.132 -0.080
C -0.979 -1.681 1.202
C -0.676 -1.627 -1.167
N 2.255 -0.944 -0.012
N -0.908 -0.854 0.056
O 3.451 -0.860 -0.025
O 1.640 -1.974 0.075
H 2.010 3.543 -0.269
H -0.392 3.556 0.088
H 3.250 1.353 -0.338
H -2.659 2.062 0.071
H -2.933 -0.801 -0.349
H 0.010 -1.921 1.679
H -1.511 -1.291 2.099
H -1.352 -2.714 0.933
H -1.336 -2.394 -1.165
H -1.009 -1.049 -2.061
H 0.381 -2.046 -1.071
*
```

=====

Here is an isolated ion of composition C10H11N2OS and charge +1 at a distorted geometry from OMol25. Energies are from ωB97M-V/def2-TZVPD.

Calculated values
Gap between HOMO and LUMO (eV): 8.8
SMILES: C=CC[S@]1(=O)=NC=[NH+]c2ccccc21

Geometry as ORCA input:
```
! wB97M-V def2-TZVPD RIJCOSX def2/J DEFGRID3
* xyz 1 1
C 3.146 0.303 0.385
C 2.431 -0.300 1.465
C 2.469 0.960 -0.631
C 1.071 0.066 1.516
C 1.169 1.457 -0.488
C 0.495 0.954 0.647
C -0.780 2.602 -1.446
C -1.690 -2.543 0.242
C -2.193 -1.378 -0.158
C -2.633 -0.339 0.850
N -1.643 2.178 -0.638
N 0.511 2.286 -1.402
O -1.516 2.048 1.946
S -1.219 1.320 0.761
H 4.258 0.268 0.417
H 2.940 -0.677 2.310
H 3.030 1.407 -1.449
H 0.577 -0.156 2.448
H -0.939 3.399 -2.255
H -1.170 -3.178 -0.411
H -1.559 -2.861 1.308
H -2.410 -1.209 -1.161
H -2.741 -0.589 1.905
H -3.506 0.229 0.535
H 1.101 2.723 -2.113
*
```

=====

Here is the molecule C10H11NO at a distorted geometry from OMol25. Energies are from ωB97M-V/def2-TZVPD.

Calculated values
Gap between HOMO and LUMO (eV): 9.4
SMILES: Cc1ccc2c(c1)C(=O)NCC2

Geometry as ORCA input:
```
! wB97M-V def2-TZVPD RIJCOSX def2/J DEFGRID3
* xyz 0 1
C -3.529 0.895 0.050
C -2.177 0.358 0.069
C -1.962 -0.981 0.008
C -0.596 -1.645 -0.040
C 0.436 -0.822 -0.007
C 1.776 -1.408 -0.065
C 2.955 -0.435 0.437
C 1.502 1.356 -0.161
C 0.270 0.533 -0.065
C -0.957 1.121 -0.014
H -4.397 0.110 -0.071
H -3.488 1.499 1.096
H -3.710 1.744 -0.808
H -2.799 -1.857 0.002
H -0.625 -2.688 -0.303
H 1.825 -2.394 0.014
H 2.023 -1.292 -1.115
H 3.985 -0.769 0.315
H 3.006 -0.244 1.497
H 3.492 1.283 -0.225
H -1.039 2.268 -0.327
N 2.706 0.724 -0.409
O 1.302 2.644 0.121
*
```

=====

Here is the molecule C10H11NO2 at a distorted geometry from OMol25. Energies are from ωB97M-V/def2-TZVPD.

Calculated values
Gap between HOMO and LUMO (eV): 8.3
SMILES: C=C(c1c(C)cccc1C)[N+](=O)[O-]

Geometry as ORCA input:
```
! wB97M-V def2-TZVPD RIJCOSX def2/J DEFGRID3
* xyz 0 1
C -2.445 -0.912 -0.958
C -1.969 -1.397 0.272
C -1.796 0.181 -1.482
C -0.047 0.015 0.083
C -0.720 -0.994 0.745
C -0.622 0.656 -0.998
C 1.543 1.422 1.583
C 1.410 0.585 0.544
C -0.117 -1.749 1.834
C 0.163 1.696 -1.771
N 2.472 0.073 -0.234
O 2.202 -0.877 -0.969
O 3.614 0.446 0.038
H -3.400 -1.193 -1.496
H -2.438 -2.161 0.755
H -2.083 0.691 -2.295
H 2.424 1.896 1.738
H 0.760 1.524 2.189
H 0.658 -1.112 2.192
H -0.836 -1.836 2.552
H 0.164 -2.858 1.576
H -0.245 2.001 -2.741
H 0.191 2.495 -1.146
H 1.114 1.409 -2.013
*
```

=====

Here is C10H11NO3S as an isolated structure at a distorted geometry from OMol25. Energies are from ωB97M-V/def2-TZVPD.

Calculated values
Gap between HOMO and LUMO (alpha / beta) (eV): 5.9 / 6.0
Expectation value of S²: 2.03

Geometry as ORCA input:
```
! wB97M-V def2-TZVPD RIJCOSX def2/J DEFGRID3
* xyz 0 3
C -0.522 -2.483 1.214
C -1.578 -1.673 0.866
C 0.757 -2.080 0.877
C -1.349 -0.522 0.199
C 0.976 -0.876 0.208
C 0.048 2.219 1.408
C 0.214 1.242 -0.371
C 1.621 1.278 -0.845
C -2.607 0.339 -0.025
C 1.711 1.053 -2.306
N -0.105 -0.062 -0.106
O -0.956 1.699 1.765
O 0.874 3.014 1.504
O 1.844 -2.713 1.248
S 2.478 -0.094 0.017
H -0.642 -3.269 1.837
H -2.689 -2.004 1.065
H -0.450 1.836 -0.963
H 1.971 2.336 -0.720
H -2.488 1.220 -0.660
H -3.340 -0.302 -0.629
H -2.877 0.596 0.935
H 1.375 0.035 -2.506
H 2.759 1.129 -2.566
H 1.282 1.739 -2.935
H 1.694 -3.656 1.492
*
```

=====

Here is a 2-piece molecular cluster, C10H11NO7PS2 overall at a distorted geometry from OMol25. Energies are from ωB97M-V/def2-TZVPD.

Calculated values
Gap between HOMO and LUMO (eV): 5.6

Geometry as ORCA input:
```
! wB97M-V def2-TZVPD RIJCOSX def2/J DEFGRID3
* xyz -1 1
O -3.927 -0.887 2.549
C -2.893 -0.413 2.157
C -2.755 0.945 1.480
C -2.487 0.785 -0.053
N -1.654 -0.429 -0.210
S -2.232 -1.691 -1.219
P -4.070 0.826 -1.026
S -5.585 -0.147 -0.232
C -1.613 1.975 -0.518
O -2.039 2.735 -1.413
O -0.513 2.099 0.044
H -1.965 -0.992 2.316
H -3.632 1.555 1.679
H -1.839 1.402 1.858
H -0.714 -0.160 -0.469
H -1.440 -1.571 -2.316
H -3.850 0.498 -2.373
H -4.432 2.183 -1.025
C 4.554 -1.371 -0.557
C 4.632 -0.732 0.615
C 3.476 0.051 1.168
O 3.616 0.591 2.250
C 2.255 0.125 0.381
C 2.181 -0.514 -0.794
C 3.324 -1.316 -1.336
O 3.186 -1.887 -2.402
O 1.085 -0.471 -1.545
O 5.731 -0.746 1.367
H 5.379 -1.938 -0.964
H 1.429 0.709 0.776
H 1.279 -1.002 -2.339
H 5.515 -0.211 2.153
*
```